[1]
Here is the molecule C4H6O2 from OMol25. Energies are from wB97M-V/def2-TZVPD.

## Properties
E_HOMO: -10.3 eV
Relative energy (zero: lowest compared OMol25 entry of this formula, charge and spin): 1.704 eV
Multiplicity: 1
LUMO level: 0.0401 Ha
Orbital gap: 11.38 eV

Geometry (Å):
O -0.648 -2.465 0.575
C -1.312 -1.754 -0.126
O -0.878 -0.633 -0.750
C -0.116 0.155 0.144
C 0.333 1.522 -0.214
C 1.341 0.415 0.042
H -2.392 -1.867 -0.275
H -0.503 0.039 1.149
H 0.241 1.869 -1.238
H 0.158 2.285 0.540
H 1.882 0.049 -0.824
H 1.893 0.385 0.976

***

[2]
Here is the molecule C4H5NO2 from OMol25. Energies are from wB97M-V/def2-TZVPD.

## Properties
E_HOMO: -10.2 eV
Relative energy (zero: lowest compared OMol25 entry of this formula, charge and spin): 1.917 eV
Multiplicity: 1
LUMO level: 0.0226 Ha
Orbital gap: 10.84 eV

Geometry (Å):
O -2.692 -0.478 -1.129
C -1.530 -0.160 -1.173
C -0.565 -0.383 -0.050
C 0.875 -0.652 -0.382
N 0.456 0.634 0.099
C 0.868 1.094 1.353
O 2.019 1.302 1.632
H -1.080 0.309 -2.074
H -0.986 -0.834 0.848
H 1.206 -0.698 -1.416
H 1.426 -1.282 0.313
H 0.034 1.270 2.055

***

[3]
Here is a structure of composition C14H19LiN9OS from OMol25. Energies are from wB97M-V/def2-TZVPD.

## Properties
E_HOMO: -4.5 eV
Multiplicity: 1
Charge: -1
LUMO level: 0.0966 Ha
Orbital gap: 7.14 eV

Geometry (Å):
Li 1.927 0.289 -0.112
N 3.972 3.619 -2.514
C 3.405 2.721 -1.648
S 3.707 1.065 -1.868
N 2.614 3.317 -0.750
N 2.019 2.424 0.057
C 1.271 2.900 0.984
C 0.595 1.960 1.878
C -0.382 2.393 2.775
C -1.022 1.459 3.570
C -0.673 0.122 3.447
C 0.312 -0.217 2.528
N 0.940 0.670 1.770
H 4.757 3.291 -3.048
H 3.955 4.581 -2.216
H 1.118 3.973 1.100
H -0.631 3.445 2.831
H -1.788 1.770 4.269
H -1.149 -0.652 4.031
H 0.601 -1.253 2.381
C -2.535 -2.257 -0.511
C -2.224 -0.830 -0.952
C -2.456 -0.691 -2.461
C -3.110 0.159 -0.195
N -0.834 -0.596 -0.554
N -0.175 0.536 -1.074
H -3.594 -2.480 -0.648
H -2.277 -2.398 0.538
H -1.959 -2.975 -1.097
H -3.475 -0.987 -2.719
H -1.770 -1.331 -3.018
H -2.326 0.337 -2.804
H -4.162 0.027 -0.454
H -2.837 1.187 -0.441
H -2.988 0.024 0.879
H -0.243 -1.401 -0.711
H -0.473 1.355 -0.558
H -0.350 0.693 -2.064
O 1.849 -1.545 -0.301
N 2.294 -2.616 -0.811
C 1.867 -3.734 -0.241
C 2.308 -4.976 -0.766
N 2.643 -5.997 -1.181
C 0.992 -3.703 0.885
N 0.285 -3.679 1.794

***

[4]
Here is a structure of composition C24H38O3OsP at a distorted geometry from OMol25. Energies are from wB97M-V/def2-TZVPD.

## Properties
E_HOMO (spin up / spin down): -8.7 / -11.3 eV
Relative energy (zero: lowest compared OMol25 entry of this formula, charge and spin): 0.000 eV
Multiplicity: 5
Charge: +1
⟨S²⟩: 6.039
LUMO level (spin up / spin down): -0.0689 / -0.1835 Ha
Orbital gap (spin up / spin down): 6.78 / 6.28 eV

Geometry (Å):
C -0.772 2.443 -0.846
C -1.307 1.633 -1.900
C -0.219 0.976 -2.548
C 0.988 1.300 -1.842
C 0.641 2.226 -0.796
Os -0.323 0.346 -0.464
C 1.144 -2.489 1.211
C 0.879 -1.201 1.891
H 0.693 -1.243 2.965
C 0.985 0.060 1.267
H 2.008 0.321 0.945
H 0.579 0.852 1.920
C 1.147 -3.619 2.252
H 0.167 -3.696 2.738
H 1.401 -4.575 1.784
H 1.907 -3.386 3.011
C 2.543 -2.438 0.558
H 2.607 -1.623 -0.173
H 3.291 -2.261 1.340
H 2.766 -3.385 0.053
C -2.736 1.603 -2.341
H -3.389 1.412 -1.484
H -3.028 2.559 -2.792
H -2.888 0.813 -3.081
C -0.365 0.258 -3.854
H -0.936 -0.667 -3.721
H -0.913 0.878 -4.574
H 0.608 0.010 -4.284
C 2.392 0.918 -2.198
H 2.424 0.417 -3.168
H 3.033 1.807 -2.231
H 2.817 0.240 -1.447
C 1.604 2.979 0.074
H 2.557 2.446 0.149
H 1.802 3.980 -0.333
H 1.187 3.107 1.079
C -1.533 3.453 -0.051
H -1.121 3.548 0.958
H -1.483 4.439 -0.534
H -2.586 3.167 0.019
C 0.196 -1.685 -0.950
C 0.110 -2.697 0.135
C 0.717 -2.096 -2.158
C 0.035 -4.108 -0.348
H -0.899 -2.327 0.500
C 0.814 -3.449 -2.512
H 1.094 -1.393 -2.894
C 0.397 -4.442 -1.616
H -0.229 -4.885 0.378
H 1.208 -3.728 -3.488
H 0.436 -5.490 -1.927
C -3.054 1.906 2.895
O -1.884 1.235 2.348
P -1.984 0.053 1.239
O -1.994 -1.350 2.046
C -2.782 -1.587 3.255
O -3.489 0.235 0.649
C -4.168 -0.844 -0.051
H -3.493 2.585 2.152
H -2.668 2.479 3.742
H -3.792 1.170 3.247
H -2.344 -1.035 4.099
H -3.835 -1.300 3.098
H -2.713 -2.665 3.440
H -4.125 -1.778 0.529
H -5.210 -0.523 -0.152
H -3.724 -1.002 -1.046

***

[5]
Here is a structure of composition C19H41N2O13P2S2 at a distorted geometry from OMol25. Energies are from wB97M-V/def2-TZVPD.

## Properties
E_HOMO: -5.3 eV
Multiplicity: 1
Charge: -1
LUMO level: 0.0552 Ha
Orbital gap: 6.82 eV

Geometry (Å):
C -6.348 -3.994 3.925
C -6.564 -5.080 3.472
C -6.684 -6.463 2.997
S -5.053 -7.082 2.456
O -4.097 -6.483 3.357
O -5.110 -8.520 2.541
N -5.008 -6.573 0.934
S -3.647 -6.902 0.163
O -2.569 -7.400 0.987
O -3.943 -7.843 -0.901
C -3.016 -5.457 -0.743
C -3.262 -4.051 -0.211
O -2.807 -3.125 -0.851
N -3.961 -3.800 0.992
C -5.142 -2.976 0.777
C -3.093 -3.344 2.086
H -5.934 -3.168 4.454
H -7.361 -6.509 2.145
H -7.020 -7.041 3.856
H -3.459 -5.518 -1.739
H -1.947 -5.613 -0.884
H -4.915 -1.921 0.566
H -5.712 -3.410 -0.050
H -5.775 -3.094 1.653
H -2.962 -4.188 2.773
H -3.597 -2.567 2.662
H -2.121 -2.999 1.726
O 0.005 -0.153 1.961
P 1.265 0.619 1.814
O 0.796 2.145 2.232
C -0.056 2.374 3.350
C 0.736 2.731 4.595
O 1.396 0.763 0.200
C 0.735 -0.169 -0.670
C -0.578 0.394 -1.168
O 2.862 0.996 1.921
C 3.530 0.988 3.184
C 3.256 -0.261 3.994
H -0.699 1.514 3.545
H -0.704 3.210 3.082
H 1.310 1.870 4.948
H 0.068 3.038 5.400
H 1.437 3.541 4.390
H 0.587 -1.127 -0.173
H 1.403 -0.346 -1.515
H -1.198 0.749 -0.345
H -1.135 -0.362 -1.723
H -0.403 1.251 -1.823
H 3.272 1.892 3.741
H 4.598 1.050 2.968
H 2.188 -0.363 4.224
H 3.803 -0.232 4.937
H 3.559 -1.152 3.442
O 2.164 5.290 -3.910
P 3.033 4.084 -3.895
O 4.557 4.655 -4.115
C 5.008 5.823 -3.438
C 5.771 5.476 -2.173
O 2.733 3.433 -5.358
C 1.554 3.774 -6.084
C 1.849 4.845 -7.114
O 3.490 2.608 -3.389
C 3.864 2.393 -2.022
C 2.882 2.983 -1.038
H 4.180 6.497 -3.208
H 5.671 6.348 -4.129
H 5.101 5.049 -1.422
H 6.228 6.369 -1.742
H 6.553 4.745 -2.380
H 0.756 4.085 -5.410
H 1.213 2.866 -6.585
H 2.360 5.697 -6.666
H 0.929 5.196 -7.585
H 2.509 4.452 -7.890
H 4.877 2.771 -1.857
H 3.910 1.312 -1.880
H 2.803 4.073 -1.158
H 3.195 2.774 -0.016
H 1.891 2.563 -1.188

***

[6]
Here is a cluster of 3 separate species, C4H10O3 in total at a distorted geometry from OMol25. Energies are from wB97M-V/def2-TZVPD.

## Properties
E_HOMO: -8.4 eV
Relative energy (zero: lowest compared OMol25 entry of this formula, charge and spin): 4.956 eV
Multiplicity: 1
LUMO level: 0.0014 Ha
Orbital gap: 8.45 eV

Geometry (Å):
C -0.464 -2.313 -1.723
C -1.578 -1.521 -1.741
C -1.360 -0.008 -1.449
C -1.910 0.579 -0.361
O -1.452 1.826 0.161
H -0.762 -3.462 -1.415
H 0.505 -2.121 -1.445
H -2.418 -1.850 -2.412
H -1.167 0.635 -2.270
H -2.840 0.226 0.021
H -0.574 2.060 0.436
O 0.892 2.224 1.802
H 1.356 1.661 2.483
H 1.224 3.191 2.019
O 3.582 -0.681 1.778
H 2.760 -0.500 2.210
H 4.205 0.052 1.906

***

[7]
Here is a structure of composition C16H26GdN4OP2 at a distorted geometry from OMol25. Energies are from wB97M-V/def2-TZVPD.

## Properties
E_HOMO (spin up / spin down): -14.2 / -14.2 eV
Multiplicity: 9
Charge: +2
⟨S²⟩: 20.323
LUMO level (spin up / spin down): -0.2378 / -0.3129 Ha
Orbital gap (spin up / spin down): 7.71 / 5.68 eV

Geometry (Å):
Gd 0.753 0.000 0.009
P 0.964 2.960 -0.120
P 2.417 -2.409 0.350
N -1.101 0.805 -1.094
N -0.441 -1.811 -0.886
H -2.861 0.169 -2.144
H -2.493 -2.251 -1.057
H -2.908 -0.121 -0.351
C -2.254 -0.106 -1.255
H -1.679 -1.729 -2.595
C -1.758 -1.544 -1.496
H -1.626 1.970 -2.783
H -0.618 -3.848 -1.458
C -0.839 1.737 -2.019
C 0.013 -3.068 -0.969
H -1.020 3.763 -1.185
C -0.250 3.067 -1.559
H 0.290 3.542 -2.388
H 3.538 -2.785 -0.463
H 2.680 -3.299 1.448
H 2.003 3.658 -0.817
H 0.452 4.066 0.624
O 1.864 0.474 -1.809
C 1.301 0.528 -3.023
C 1.886 1.580 -3.942
C 1.456 -0.838 -3.695
H 0.124 0.996 -2.708
H 1.546 2.570 -3.635
H 2.985 1.602 -3.949
H 1.583 1.414 -4.981
H 1.015 -1.652 -3.113
H 1.030 -0.902 -4.702
H 2.541 -1.067 -3.799
C 1.239 -3.464 -0.459
H 1.469 -4.514 -0.610
N -1.919 -1.505 3.417
C -1.359 -1.484 2.177
N -0.452 -0.482 2.115
C -0.441 0.159 3.359
C 0.306 1.251 3.832
C 0.109 1.645 5.155
C -0.819 0.987 5.994
C -1.589 -0.112 5.486
C -1.353 -0.476 4.181
H -2.629 -2.153 3.722
H -1.567 -2.205 1.395
H 1.003 1.745 3.149
H 0.668 2.474 5.577
H -0.952 1.299 7.000
H -2.309 -0.637 6.073

***

[8]
Here is a structure of composition C21H16Cl3GeIrNS4 at a distorted geometry from OMol25. Energies are from wB97M-V/def2-TZVPD.

## Properties
E_HOMO (spin up / spin down): -6.8 / -7.6 eV
Relative energy (zero: lowest compared OMol25 entry of this formula, charge and spin): 2.924 eV
Multiplicity: 2
⟨S²⟩: 0.777
LUMO level (spin up / spin down): -0.0691 / -0.0662 Ha
Orbital gap (spin up / spin down): 4.95 / 5.76 eV

Geometry (Å):
Ir 1.491 -1.859 1.833
S 1.369 -1.422 4.081
S -0.080 -2.594 4.762
S -0.966 -3.394 3.510
S 0.039 -3.593 1.805
C 1.160 -1.570 -0.107
Ge -0.217 -0.242 -0.467
C -1.826 -0.882 0.441
C -2.357 -0.319 1.601
C -3.497 -0.851 2.191
C -4.117 -1.961 1.635
C -3.579 -2.555 0.500
C -2.443 -2.017 -0.090
C 0.402 1.506 0.126
C -0.471 2.462 0.650
C -0.028 3.741 0.961
C 1.291 4.093 0.720
C 2.167 3.160 0.183
C 1.730 1.871 -0.099
C -0.611 -0.183 -2.385
C 0.449 -0.049 -3.285
C 0.221 0.005 -4.653
C -1.077 -0.077 -5.141
C -2.141 -0.202 -4.260
C -1.909 -0.253 -2.890
H 1.339 -2.387 -0.813
H -1.872 0.535 2.060
H -3.904 -0.395 3.086
H -5.013 -2.366 2.087
H -4.043 -3.438 0.077
H -2.028 -2.489 -0.975
H -1.515 2.213 0.798
H -0.716 4.467 1.376
H 1.635 5.095 0.943
H 3.189 3.445 -0.027
H 2.423 1.143 -0.510
H 1.465 0.012 -2.907
H 1.053 0.103 -5.339
H -1.257 -0.043 -6.209
H -3.153 -0.266 -4.641
H -2.748 -0.346 -2.209
Cl 6.675 -0.596 1.563
C 5.358 0.519 1.955
Cl 5.453 1.940 0.916
Cl 5.458 1.002 3.654
C 4.083 -0.174 1.764
N 3.119 -0.788 1.728

***

[9]
Here is a structure of composition C21H49F9HfO28S7 at a distorted geometry from OMol25. Energies are from wB97M-V/def2-TZVPD.

## Properties
E_HOMO: -10.5 eV
Multiplicity: 1
LUMO level: -0.1763 Ha
Orbital gap: 5.74 eV

Geometry (Å):
Hf -8.742 -27.276 -17.628
C -10.044 -23.639 -14.792
F -9.002 -22.809 -15.104
F -9.603 -24.603 -14.069
F -10.984 -23.034 -14.097
S -10.823 -24.493 -16.393
O -11.965 -25.351 -15.909
O -11.247 -23.343 -17.246
O -9.737 -25.296 -16.910
C -5.453 -24.275 -19.538
F -5.067 -23.904 -18.335
F -5.082 -23.422 -20.489
F -4.979 -25.522 -19.824
S -7.422 -24.415 -19.700
O -7.669 -24.756 -21.078
O -7.821 -25.510 -18.776
O -7.806 -23.054 -19.348
C -3.979 -28.670 -18.569
F -3.062 -29.214 -19.302
F -3.888 -29.093 -17.280
F -3.728 -27.356 -18.588
S -5.801 -28.945 -19.216
O -6.746 -27.943 -18.662
O -5.694 -28.759 -20.631
O -6.172 -30.293 -18.883
C -5.626 -24.524 -15.295
C -5.887 -26.011 -15.548
C -5.712 -26.796 -14.198
O -7.051 -26.393 -16.171
H -5.621 -23.884 -16.177
H -4.591 -24.531 -14.953
H -6.258 -24.108 -14.510
H -5.152 -26.468 -16.211
H -6.344 -26.485 -13.366
H -4.757 -26.662 -13.689
H -5.743 -27.878 -14.320
O -5.509 -19.343 -20.339
S -4.093 -18.852 -20.322
O -3.873 -17.410 -20.526
O -3.352 -19.227 -18.913
C -4.242 -19.542 -17.834
C -4.577 -21.018 -17.921
C -3.173 -19.820 -21.503
H -5.134 -18.918 -17.886
H -3.773 -19.263 -16.891
H -5.087 -21.348 -17.016
H -3.634 -21.553 -18.034
H -5.143 -21.232 -18.827
H -2.253 -19.876 -20.920
H -3.117 -19.455 -22.529
H -3.517 -20.850 -21.594
O 1.036 -23.375 -18.611
S 0.380 -24.608 -18.110
O 0.843 -25.992 -18.360
O 0.272 -24.466 -16.437
C 0.098 -25.613 -15.581
C -1.309 -25.502 -14.925
C -1.394 -24.446 -18.390
H 0.806 -25.799 -14.772
H 0.027 -26.528 -16.169
H -1.471 -26.414 -14.351
H -2.155 -25.488 -15.613
H -1.424 -24.687 -14.210
H -1.808 -23.573 -17.884
H -1.817 -25.392 -18.052
H -1.473 -24.349 -19.473
O -1.865 -20.781 -12.569
S -2.729 -21.462 -13.532
O -2.379 -22.261 -14.692
O -3.832 -22.300 -12.543
C -3.456 -23.677 -12.351
C -2.266 -23.798 -11.367
C -3.959 -20.172 -14.144
H -3.210 -24.088 -13.330
H -4.235 -24.339 -11.972
H -2.232 -23.156 -10.487
H -1.287 -23.703 -11.837
H -2.215 -24.779 -10.895
H -4.614 -20.731 -14.812
H -3.363 -19.446 -14.697
H -4.490 -19.684 -13.327
O -7.691 -28.795 -7.669
S -6.628 -27.783 -8.071
O -5.292 -28.191 -8.367
O -7.208 -26.890 -9.329
C -6.380 -25.888 -9.988
C -7.170 -24.642 -10.410
C -6.365 -26.615 -6.697
H -5.937 -26.332 -10.879
H -5.613 -25.584 -9.275
H -7.746 -24.129 -9.640
H -7.845 -25.069 -11.152
H -6.483 -23.958 -10.908
H -6.848 -27.004 -5.801
H -6.976 -25.755 -6.970
H -5.314 -26.327 -6.664
O -6.892 -30.449 -14.672
H -6.240 -30.536 -13.977
H -6.532 -30.950 -15.404
O -9.571 -27.535 -15.357
H -10.476 -27.657 -15.068
H -9.091 -27.320 -14.558
O -7.241 -21.908 -12.567
H -7.146 -22.517 -13.299
H -6.379 -21.502 -12.478
C -5.606 -29.765 -11.399
C -6.450 -30.562 -10.465
O -7.863 -30.407 -10.864
C -7.829 -29.270 -11.639
O -8.765 -28.664 -12.218
O -6.559 -28.827 -11.719
H -5.280 -30.292 -12.296
H -4.794 -29.294 -10.847
H -6.183 -30.339 -9.432
H -6.122 -31.593 -10.602

***

[10]
Here is the molecule C5H8O from OMol25. Energies are from wB97M-V/def2-TZVPD.

## Properties
E_HOMO: -8.6 eV
Relative energy (zero: lowest compared OMol25 entry of this formula, charge and spin): 4.042 eV
Multiplicity: 1
LUMO level: -0.0091 Ha
Orbital gap: 8.39 eV

Geometry (Å):
C -0.007 -0.395 -1.269
C 0.787 -0.667 0.002
C 0.618 0.648 0.769
C -0.874 0.913 0.478
C -1.320 0.000 -0.621
O 0.040 -1.692 0.676
H 0.348 0.484 -1.832
H -0.066 -1.245 -1.955
H 1.821 -1.011 -0.104
H 0.834 0.524 1.833
H 1.271 1.433 0.370
H -1.523 0.858 1.357
H -1.085 1.898 0.025
H -0.845 -1.748 0.272

***

Calculated E_tot, -8338.7568; -9812.3982; -41326.4050; -43393.8161; -90214.1588; -10448.2878; -64417.1881; -163785.8152; -181503.3193; -7358.2133 eV (same order as the records).